# 1
DFT (ωB97M-V/def2-TZVPD) results for a structure of composition C35H47Br2CsN8OS in a non-equilibrium geometry.

As for the total energy: -7441.59329 Eh. The spin multiplicity is 1.

```
95
C35H47Br2CsN8OS, DFT ωB97M-V/def2-TZVPD
Cs -0.987 0.324 -0.898
N -4.992 2.330 -0.471
C -4.871 1.257 0.422
C -5.975 0.971 1.239
C -5.872 -0.062 2.139
C -4.687 -0.793 2.221
C -3.669 -0.436 1.364
N -3.750 0.561 0.474
C -4.045 2.987 -1.264
C -4.428 4.195 -1.864
C -3.507 4.865 -2.635
C -2.228 4.337 -2.801
C -1.960 3.140 -2.177
N -2.840 2.468 -1.425
H -5.878 2.801 -0.422
H -6.883 1.558 1.161
H -6.710 -0.299 2.782
H -4.564 -1.608 2.919
H -2.725 -0.982 1.370
H -5.426 4.588 -1.718
H -3.781 5.801 -3.106
H -1.475 4.831 -3.398
H -0.985 2.665 -2.296
C -3.775 -1.990 -2.525
C -2.650 -1.989 -3.532
C -2.792 -2.613 -4.792
C -1.763 -2.562 -5.682
C -0.561 -1.895 -5.349
C 0.551 -1.775 -6.222
Br 0.498 -2.528 -7.961
C 1.668 -1.112 -5.820
C 1.746 -0.548 -4.537
Br 3.356 0.337 -4.061
C 0.721 -0.624 -3.589
O 0.787 -0.140 -2.410
C -0.486 -1.321 -4.060
N -1.540 -1.383 -3.188
H -4.641 -2.547 -2.883
H -4.093 -0.968 -2.305
H -3.449 -2.435 -1.582
H -3.716 -3.120 -5.041
H -1.853 -3.027 -6.655
H 2.513 -1.018 -6.489
C 3.937 2.253 5.161
C 3.023 1.612 6.201
C 2.286 0.348 5.757
C 1.382 0.515 4.542
N 2.168 0.460 3.317
C 1.837 1.025 2.137
S 0.403 1.879 1.902
N 2.758 0.844 1.165
C 2.648 1.252 -0.240
C 3.767 2.194 -0.644
C 3.708 3.547 0.050
C 4.882 4.443 -0.323
H 4.463 3.111 5.584
H 3.383 2.606 4.289
H 4.698 1.548 4.809
H 2.278 2.347 6.523
H 3.610 1.366 7.089
H 1.664 0.000 6.585
H 3.005 -0.461 5.571
H 0.860 1.471 4.572
H 0.612 -0.260 4.521
H 3.050 -0.022 3.374
H 3.588 0.326 1.409
H 1.683 1.740 -0.347
H 2.624 0.365 -0.873
H 3.714 2.324 -1.729
H 4.737 1.719 -0.444
H 3.680 3.400 1.134
H 2.763 4.037 -0.207
H 5.831 3.995 -0.016
H 4.812 5.424 0.151
H 4.931 4.601 -1.403
C -0.562 -2.968 1.658
C 0.153 -4.218 2.249
N 1.218 -4.662 1.346
C 0.633 -4.953 0.030
C -0.024 -3.673 -0.561
N 0.081 -2.574 0.404
C 1.495 -2.296 0.659
C 2.193 -3.576 1.200
H -0.521 -2.117 2.345
H -1.615 -3.177 1.450
H -0.546 -5.044 2.390
H 0.599 -3.996 3.221
H -0.097 -5.754 0.155
H 1.423 -5.328 -0.622
H -1.081 -3.831 -0.791
H 0.463 -3.353 -1.484
H 1.546 -1.477 1.378
H 1.942 -1.947 -0.276
H 2.650 -3.396 2.177
H 2.983 -3.912 0.526
```

***

# 2
DFT (ωB97M-V/def2-TZVPD) results for a structure of composition C35H47ClF6Ge2N4O6PtS3.

As for the total energy: -8559.13869 Eh. Its expectation value of S² is 3.76. The spin multiplicity is 4. Its charge is +1.

```
105
C35H47ClF6Ge2N4O6PtS3, DFT ωB97M-V/def2-TZVPD
Pt 0.832 -1.906 0.375
F 3.526 -4.212 1.699
C 2.801 -5.261 2.134
F 2.880 -6.238 1.243
F 3.261 -5.668 3.295
S 1.045 -4.753 2.264
O 0.776 -4.152 0.938
O 0.303 -5.930 2.556
N 1.082 -3.755 3.454
S 0.753 -2.245 3.639
O 0.270 -1.963 4.943
O -0.021 -1.677 2.518
C 2.390 -1.414 3.603
F 2.226 -0.150 3.935
F 2.921 -1.473 2.359
F 3.202 -2.024 4.441
C -2.519 5.783 1.107
C -1.506 5.350 0.038
C -2.213 5.331 -1.328
C -0.405 6.420 -0.033
C -0.963 3.921 0.377
O -1.998 2.939 0.140
C -0.487 3.681 1.819
C 0.807 4.359 2.303
C 1.512 3.518 3.344
C 2.782 3.012 3.097
C 3.422 2.192 4.017
C 2.780 1.865 5.196
Cl 3.560 0.813 6.336
C 1.517 2.365 5.473
C 0.893 3.188 4.547
C 0.138 3.547 -0.610
N 0.793 2.278 -0.270
C 0.242 1.106 0.008
N 1.204 0.236 0.272
C 2.358 0.946 0.104
N 2.151 2.194 -0.230
H -3.008 6.705 0.787
H -2.037 5.984 2.068
H -3.314 5.045 1.269
H -2.724 6.284 -1.482
H -2.950 4.531 -1.398
H -1.500 5.211 -2.151
H -0.875 7.393 -0.194
H 0.277 6.257 -0.872
H 0.180 6.491 0.882
H -2.743 3.136 0.720
H -0.340 2.605 1.902
H -1.310 3.909 2.500
H 0.589 5.347 2.714
H 1.499 4.504 1.470
H 3.283 3.260 2.166
H 4.415 1.804 3.821
H 1.031 2.108 6.406
H -0.096 3.577 4.772
H 0.930 4.284 -0.605
H -0.274 3.467 -1.613
H -0.822 0.934 0.041
H 3.346 0.538 0.258
C 4.254 -2.329 -1.708
S 2.532 -2.660 -1.425
C 2.467 -4.396 -1.812
O 1.809 -1.921 -2.542
H 4.455 -2.575 -2.751
H 4.852 -2.933 -1.021
H 4.415 -1.266 -1.521
H 3.289 -4.909 -1.309
H 2.543 -4.462 -2.900
H 1.513 -4.783 -1.460
C -2.912 -0.929 0.759
Ge -2.863 -2.479 -0.430
C -2.692 -4.114 0.609
C -4.428 -2.593 -1.573
Ge -0.408 -1.971 -1.743
C -0.879 -0.279 -2.599
C -2.197 0.188 -2.598
C -2.528 1.383 -3.224
C -1.545 2.127 -3.863
C -0.230 1.678 -3.863
C 0.107 0.488 -3.228
C -0.697 -3.431 -3.005
C -1.265 -4.654 -2.651
C -1.422 -5.656 -3.602
C -1.015 -5.437 -4.911
C -0.449 -4.218 -5.270
C -0.288 -3.215 -4.322
H -3.731 -1.116 1.460
H -3.101 0.000 0.218
H -1.983 -0.849 1.327
H -3.382 -3.999 1.451
H -1.684 -4.260 0.996
H -2.984 -4.987 0.026
H -5.255 -2.889 -0.919
H -4.287 -3.355 -2.340
H -4.665 -1.642 -2.049
H -2.981 -0.379 -2.113
H -3.556 1.730 -3.215
H -1.804 3.054 -4.360
H 0.540 2.255 -4.364
H 1.138 0.160 -3.224
H -1.574 -4.844 -1.628
H -1.859 -6.607 -3.319
H -1.146 -6.214 -5.655
H -0.133 -4.043 -6.292
H 0.158 -2.270 -4.611
```

***

Q: Which of these has the lowest spin multiplicity?
A: C35H47Br2CsN8OS

***

Q: Among the records above, which one has the highest spin multiplicity?
A: C35H47ClF6Ge2N4O6PtS3

***

Q: What is the spin multiplicity in the second record?
A: 4

***

Q: spin multiplicity of number 2 (C35H47ClF6Ge2N4O6PtS3)?
A: 4